Entry 1:
The following is a DFT calculation (ωB97M-V/def2-TZVPD) of a structure of composition C4HHoLiO5 at a distorted geometry.

CARTESIAN COORDINATES (ANGSTROEM)
Ho: -0.385 1.468 4.233
O: -1.200 0.207 2.244
O: 0.382 1.677 1.853
O: -0.468 0.400 0.177
O: 1.195 -1.055 -1.854
O: -0.584 -2.213 -1.152
C: 0.912 0.262 -1.792
C: -0.440 0.824 1.456
C: 0.615 -2.389 -1.287
C: 0.366 0.924 -0.766
Li: -1.791 -0.965 -0.542
H: 1.398 0.859 -2.569

For the frontier orbital gap (spin up / spin down), the calculation gives 7.527 / 5.982 eV. Its LUMO energy (spin up / spin down) is -8.723 / -10.078 eV. The expectation value of S² is 8.769. The value obtained for the total energy is -40382.368 eV. Its multiplicity is 6. The net charge is +2. Its HOMO energy (spin up / spin down) is -16.25 / -16.06 eV. As for the maximum force: 0.1414 hartree/bohr.


Entry 2:
The following is a DFT calculation (ωB97M-V/def2-TZVPD) of the molecule C4HNO at a distorted geometry.

CARTESIAN COORDINATES (ANGSTROEM)
O: -2.617 -0.556 0.355
N: 2.881 0.888 -0.273
C: 2.098 0.090 0.014
C: -1.582 -0.069 -0.018
C: -0.283 -0.634 0.246
C: 0.919 -0.590 0.261
H: -1.416 0.872 -0.584

For the frontier orbital gap, the calculation gives 10.253 eV. Its LUMO energy is -1.187 eV. The energy relative to the best compared isomer or geometry (same formula, charge and spin) comes out at 13.9 kcal/mol. The value obtained for the total energy is -7697.968 eV. The net charge is 0. Its HOMO energy is -11.44 eV. Its SMILES is N#CC#CC=O. As for the maximum force: 0.0230 hartree/bohr.


Entry 3:
The following is a DFT calculation (ωB97M-V/def2-TZVPD) of a cluster of 2 separate species, C4N4Si in total at a distorted geometry.

CARTESIAN COORDINATES (ANGSTROEM)
Si: 0.651 0.312 -0.062
N: -1.476 2.034 1.086
N: 3.521 1.354 -0.451
N: 0.676 -2.519 -0.931
N: -2.432 -0.964 0.310
C: 2.410 1.023 -0.379
C: -3.530 -1.379 0.362
C: 0.699 -1.401 -0.608
C: -0.521 1.539 0.673

For the frontier orbital gap (spin up / spin down), the calculation gives 10.188 / 3.978 eV. Its LUMO energy (spin up / spin down) is -2.691 / -5.024 eV. The energy relative to the best compared isomer or geometry (same formula, charge and spin) comes out at 60.6 kcal/mol. The value obtained for the total energy is -17978.865 eV. The net charge is 0. Its HOMO energy (spin up / spin down) is -12.88 / -9.00 eV. As for the maximum force: 0.0543 hartree/bohr.


Entry 4:
The following is a DFT calculation (ωB97M-V/def2-TZVPD) of a cluster of 2 separate species, C4O4 in total at a distorted geometry.

CARTESIAN COORDINATES (ANGSTROEM)
O: -3.153 -1.160 -1.078
O: 3.871 2.754 0.019
O: 0.954 0.296 0.227
O: -3.367 -2.638 0.671
C: 2.968 2.022 0.024
C: -3.241 -1.933 -0.217
C: 0.025 -0.524 0.257
C: 1.943 1.184 0.096

For the frontier orbital gap (spin up / spin down), the calculation gives 7.941 / 7.945 eV. Its LUMO energy (spin up / spin down) is -1.099 / -1.097 eV. The energy relative to the best compared isomer or geometry (same formula, charge and spin) comes out at 3.9 kcal/mol. The value obtained for the total energy is -12330.981 eV. The net charge is 0. Its HOMO energy (spin up / spin down) is -9.04 / -9.04 eV. As for the maximum force: 0.1239 hartree/bohr.


Entry 5:
The following is a DFT calculation (ωB97M-V/def2-TZVPD) of a cluster of 11 separate species, C50H102N9O19P3 in total at a distorted geometry.

CARTESIAN COORDINATES (ANGSTROEM)
P: 18.016 21.938 16.906
P: 11.696 17.036 10.953
P: 14.966 11.828 14.743
O: 11.548 18.477 11.195
O: 12.924 15.551 18.100
O: 20.609 18.492 14.880
O: 11.984 17.425 18.903
O: 17.998 17.329 12.872
O: 11.699 19.698 16.222
O: 17.265 20.257 9.513
O: 12.768 21.898 13.672
O: 18.077 17.066 8.831
O: 19.811 15.836 9.572
O: 11.867 23.661 14.704
O: 13.327 18.337 15.767
O: 20.784 20.106 13.336
O: 17.563 20.531 16.643
O: 16.343 15.700 18.933
O: 15.936 17.835 12.146
O: 17.485 14.738 17.318
O: 14.338 13.156 14.886
O: 15.683 21.402 10.475
N: 17.993 22.065 18.570
N: 15.313 11.575 13.122
N: 16.448 11.627 15.563
N: 12.773 16.851 9.749
N: 12.227 16.022 12.176
N: 17.107 23.056 16.201
N: 14.028 10.638 15.410
N: 19.552 22.359 16.541
N: 10.134 16.465 10.640
C: 15.699 17.019 19.157
C: 15.092 12.715 12.266
C: 12.634 14.511 17.115
C: 18.624 15.997 9.540
C: 16.874 21.385 19.359
C: 11.440 20.887 17.039
C: 11.932 16.462 18.167
C: 16.559 17.928 18.337
C: 16.945 15.688 17.740
C: 15.933 10.355 12.637
C: 16.663 16.991 8.908
C: 18.685 20.304 9.389
C: 12.613 10.858 15.359
C: 12.384 20.964 12.621
C: 10.811 15.945 17.305
C: 16.282 11.735 17.053
C: 17.289 24.465 16.554
C: 11.106 14.473 17.122
C: 14.268 9.286 15.698
C: 13.678 20.136 17.332
C: 12.945 19.291 16.394
C: 11.821 22.847 13.826
C: 12.836 15.536 9.105
C: 11.414 21.707 11.732
C: 20.923 17.721 12.659
C: 16.854 21.275 10.254
C: 9.692 15.112 10.414
C: 17.949 22.184 10.651
C: 16.194 15.604 9.469
C: 9.144 17.571 10.495
C: 12.859 17.938 8.789
C: 16.805 17.080 17.131
C: 16.121 22.703 15.219
C: 20.408 17.052 14.851
C: 13.594 15.802 12.689
C: 11.325 15.704 13.259
C: 15.536 19.657 13.544
C: 10.752 22.654 12.785
C: 17.128 18.159 12.830
C: 21.048 16.522 13.597
C: 14.966 18.879 12.360
C: 17.075 19.576 13.319
C: 17.517 15.126 10.094
C: 18.542 23.102 19.391
C: 20.749 21.725 17.240
C: 19.972 22.933 15.261
C: 17.498 12.512 15.062
C: 20.781 18.927 13.624
C: 19.115 21.735 9.736
C: 12.838 21.413 17.464
H: 15.036 13.553 12.945
H: 15.206 19.273 14.504
H: 20.280 22.178 14.550
H: 17.212 11.402 17.446
H: 19.177 19.549 9.952
H: 17.569 15.191 11.193
H: 10.768 13.965 18.015
H: 14.699 20.350 16.977
H: 9.857 16.232 17.798
H: 10.909 20.628 17.926
H: 14.035 18.409 12.611
H: 9.890 22.167 13.289
H: 15.881 12.814 11.466
H: 15.466 9.944 11.768
H: 18.885 22.719 20.382
H: 10.894 21.606 16.385
H: 17.392 20.192 12.511
H: 20.068 17.597 11.946
H: 15.526 10.958 17.307
H: 17.720 19.787 14.163
H: 15.563 21.865 15.586
H: 21.798 17.916 11.971
H: 14.952 19.486 11.487
H: 17.491 18.192 18.836
H: 13.602 14.895 13.299
H: 13.916 8.612 14.968
H: 10.779 16.482 16.365
H: 20.898 23.516 15.425
H: 8.865 14.936 11.069
H: 8.211 17.233 10.920
H: 13.882 17.855 8.351
H: 14.085 16.552 13.388
H: 13.812 19.660 18.329
H: 19.377 23.636 18.880
H: 10.484 23.627 12.384
H: 16.218 17.833 9.395
H: 13.149 13.631 17.426
H: 12.154 10.543 16.326
H: 19.235 23.550 14.738
H: 9.500 18.389 11.081
H: 18.300 24.505 16.995
H: 13.123 22.081 16.636
H: 17.774 23.795 19.672
H: 13.061 14.812 9.886
H: 15.332 9.069 15.791
H: 16.476 20.573 18.834
H: 20.374 21.052 17.979
H: 12.140 17.760 7.951
H: 13.046 14.925 16.174
H: 18.396 12.469 15.688
H: 20.780 16.669 15.820
H: 18.905 20.024 8.366
H: 11.861 15.344 8.633
H: 15.864 17.245 16.520
H: 14.683 16.941 18.782
H: 14.274 15.645 11.861
H: 12.982 21.946 18.387
H: 19.155 22.435 8.832
H: 16.603 22.377 14.314
H: 12.480 11.946 15.186
H: 14.122 12.662 11.662
H: 16.065 22.045 19.623
H: 11.658 16.258 14.138
H: 17.811 12.208 14.066
H: 17.406 20.985 20.238
H: 21.322 21.181 16.481
H: 16.299 17.097 7.907
H: 15.096 20.696 13.448
H: 21.380 22.489 17.695
H: 11.510 14.597 13.437
H: 16.612 24.755 17.363
H: 17.767 14.076 9.851
H: 15.884 15.094 8.616
H: 10.267 15.866 13.053
H: 13.607 15.529 8.321
H: 17.104 13.593 15.094
H: 15.519 23.533 15.057
H: 18.114 22.079 11.791
H: 10.647 14.042 16.264
H: 10.406 14.440 10.795
H: 12.167 10.307 14.507
H: 16.000 12.683 17.389
H: 15.454 15.748 10.212
H: 15.733 17.132 20.253
H: 13.236 20.549 12.095
H: 16.985 10.579 12.248
H: 17.175 25.166 15.691
H: 20.479 15.630 13.249
H: 13.838 9.037 16.715
H: 9.473 14.984 9.335
H: 20.099 21.729 10.228
H: 16.045 9.564 13.378
H: 12.000 22.131 10.913
H: 17.664 23.224 10.379
H: 10.728 20.983 11.327
H: 17.577 17.555 16.523
H: 16.102 18.842 18.079
H: 12.753 18.952 9.174
H: 22.097 16.273 13.767
H: 19.328 16.866 14.880
H: 9.054 17.821 9.475
H: 11.919 20.081 13.141

For the frontier orbital gap, the calculation gives 9.014 eV. Its LUMO energy is 0.519 eV. The value obtained for the total energy is -133689.759 eV. The net charge is 0. Its HOMO energy is -8.49 eV. Its SMILES is CN(C)P(=O)(N(C)C)N(C)C.CN(C)P(=O)(N(C)C)N(C)C.CN(C)P(=O)(N(C)C)N(C)C.O=C1CCCO1.O=C1CCCO1.O=C1CCCO1.O=C1CCCO1.O=C1CCCO1.O=C1CCCO1.O=C1CCCO1.O=C1CCCO1. As for the maximum force: 0.0722 hartree/bohr.


Entry 6:
The following is a DFT calculation (ωB97M-V/def2-TZVPD) of a cluster of 9 separate species, C50H105F4N12O8S4 in total at a distorted geometry.

CARTESIAN COORDINATES (ANGSTROEM)
S: -1.968 6.009 -5.358
S: -0.701 0.908 -1.369
S: -1.857 -1.213 -1.370
S: -2.102 4.164 -3.914
F: 0.747 1.581 -0.817
F: -2.593 4.032 -2.352
F: -3.123 6.865 -6.082
F: -1.671 -2.340 -0.179
O: -0.703 1.218 -2.786
O: -0.952 7.002 -5.068
O: -1.632 5.134 -6.437
O: -2.514 2.952 -4.524
O: -0.676 4.284 -3.611
O: -3.132 -0.631 -1.100
O: -1.649 1.709 -0.593
O: -1.692 -1.912 -2.626
N: -3.533 0.246 4.219
N: -1.749 8.654 0.282
N: -2.897 5.441 -4.106
N: 3.852 -5.222 -3.756
N: 2.294 -0.176 2.770
N: 2.938 0.225 4.842
N: -0.495 -0.457 -0.823
N: 2.824 -4.917 4.302
N: 2.103 -3.980 -3.083
N: -0.924 6.691 -0.434
N: -6.097 -2.322 -4.311
N: 4.762 2.188 -2.221
C: 2.329 2.092 -5.204
C: -2.213 0.935 6.442
C: -2.143 0.276 2.251
C: 2.268 1.701 6.747
C: -2.259 8.434 -0.959
C: -2.921 1.370 5.140
C: 0.213 -4.326 1.391
C: 3.654 0.015 2.795
C: -2.372 -0.506 3.565
C: -6.834 -3.599 -3.894
C: 5.841 1.206 -1.702
C: -0.086 5.552 -0.560
C: 1.891 -0.200 4.059
C: -4.333 -0.666 5.130
C: 4.039 0.379 4.023
C: -4.398 0.838 3.093
C: 2.792 0.297 6.309
C: 2.721 2.439 -3.795
C: -5.265 -0.239 -3.263
C: 0.800 -5.006 2.634
C: -5.181 -2.495 -5.566
C: 5.564 3.346 -2.816
C: -1.642 2.106 7.141
C: -1.721 9.837 2.568
C: -2.033 9.891 1.081
C: 1.296 -2.831 -2.701
C: 1.125 -1.911 -3.904
C: 6.888 3.349 -1.930
C: 2.084 -4.253 3.137
C: 3.725 -3.993 5.120
C: 3.414 -6.273 3.892
C: -4.221 -4.526 -6.807
C: 1.450 -0.521 1.633
C: 1.745 -5.319 -3.027
C: -7.053 -1.202 -4.746
C: -5.297 -1.808 -3.096
C: -6.223 0.051 -4.452
C: -4.138 -3.655 -5.529
C: 7.151 1.934 -1.352
C: -1.726 7.222 -1.416
C: 3.798 1.473 -3.150
C: 2.822 -6.077 -3.472
C: 1.855 -5.488 5.343
C: 3.599 -7.047 5.208
C: 5.167 -5.522 -4.222
C: -0.902 7.631 0.589
C: 3.965 2.791 -1.058
C: 2.637 -6.441 6.265
C: 3.415 -3.940 -3.466
C: -3.544 0.559 1.864
H: 4.538 -4.667 5.390
H: 2.082 -0.445 6.675
H: -7.735 -3.388 -3.322
H: 5.464 -6.565 -4.132
H: 5.893 3.103 -3.825
H: 3.739 -0.077 6.700
H: 3.223 -5.896 7.006
H: 8.002 1.505 -1.880
H: -1.477 1.137 2.336
H: 0.408 -3.249 -2.225
H: 3.488 0.501 -2.764
H: -7.544 -1.442 -5.686
H: 3.102 3.463 -3.833
H: -0.751 9.403 2.809
H: 5.942 -4.961 -3.704
H: -0.958 1.677 7.878
H: 3.299 -8.072 4.996
H: 5.018 0.644 4.393
H: 1.994 -0.843 0.744
H: 3.224 -3.594 5.997
H: -2.310 2.693 7.772
H: -3.107 10.018 0.962
H: -1.844 10.793 3.071
H: -2.897 0.373 7.076
H: 1.854 2.555 -3.143
H: -0.653 4.632 -0.411
H: -0.285 -3.376 1.591
H: -2.919 -1.398 3.256
H: -4.320 -2.286 -3.018
H: -3.178 -3.182 -5.331
H: -4.658 -1.570 4.616
H: 0.784 -2.362 -4.836
H: 1.068 -6.113 4.918
H: 2.182 1.671 7.832
H: -1.362 0.275 6.252
H: 4.243 -0.049 1.894
H: -4.602 1.866 3.382
H: -1.886 6.740 -2.368
H: 6.765 4.038 -1.093
H: 1.268 1.779 6.314
H: 0.847 -5.606 -2.504
H: -4.749 -1.530 -5.821
H: -1.420 10.631 0.567
H: -0.239 7.516 1.430
H: -2.814 9.187 -1.495
H: -5.778 -2.129 -2.174
H: -0.019 -4.969 3.352
H: -1.504 -0.669 4.198
H: 5.073 -5.282 -5.282
H: 3.014 -7.125 -3.647
H: 1.445 2.712 -5.367
H: 2.977 2.359 -6.040
H: 5.411 0.693 -0.839
H: -5.267 0.189 3.019
H: 0.596 5.539 0.292
H: 3.293 2.063 -0.609
H: -7.860 -1.233 -4.010
H: -3.484 1.417 1.191
H: -2.303 1.994 4.492
H: -6.717 1.018 -4.341
H: -6.140 -4.287 -3.419
H: 4.339 -6.044 3.363
H: 2.049 1.056 -5.402
H: 7.695 3.791 -2.512
H: -5.736 0.123 -2.351
H: 2.765 -6.828 3.219
H: 0.439 5.539 -1.513
H: -5.927 -2.676 -6.341
H: 7.463 1.945 -0.310
H: 2.045 -7.156 6.831
H: 4.215 -3.199 4.557
H: 2.765 -4.037 2.316
H: -5.728 0.358 -5.378
H: 4.009 -3.053 -3.617
H: 4.378 1.121 -4.008
H: -1.599 -0.304 1.500
H: -1.018 2.777 6.551
H: -4.311 0.204 -3.539
H: -4.515 -4.269 -4.710
H: -5.171 -5.057 -6.749
H: -7.192 -4.008 -4.839
H: 4.801 2.944 -0.376
H: 5.956 0.390 -2.413
H: 0.498 -1.027 -3.790
H: -4.169 -3.921 -7.711
H: -0.660 -4.925 1.122
H: 0.825 -1.395 1.809
H: -3.782 2.020 5.301
H: 1.657 -2.276 -1.832
H: 0.911 0.364 1.299
H: -4.022 -0.204 1.251
H: -2.510 9.171 2.924
H: 5.071 4.313 -2.786
H: 3.511 3.709 -1.417
H: 1.252 -4.815 5.956
H: -3.604 -1.023 5.857
H: 4.646 -7.034 5.506
H: 0.873 -0.285 4.404
H: 0.988 -6.072 2.503
H: -3.450 -5.295 -6.798
H: 2.133 -1.555 -4.132
H: 0.779 -4.227 0.464
H: -5.150 -0.217 5.690
H: 1.660 -3.365 3.608
H: 2.755 2.604 6.386

For the frontier orbital gap, the calculation gives 5.691 eV. Its LUMO energy is -10.419 eV. The value obtained for the total energy is -141972.868 eV. The net charge is +5. Its HOMO energy is -16.11 eV. As for the maximum force: 0.2067 hartree/bohr.